No. 1
{
  "formula": "C18H41N2OP3RuS",
  "method": "wB97M-V/def2-TZVPD",
  "energy_ev": -65600.0447,
  "gap_ev": [5.934, 1.855],
  "e_above_lowest_kj_mol": 233.1,
  "spin_multiplicity": 5,
  "charge": 4,
  "s2": 6.030,
  "e_lumo_ha": [-0.4627, -0.6224],
  "elements": ["C", "H", "H", "H", "H", "H", "H", "C", "C", "C", "H", "H", "N", "H", "C", "H", "C", "H", "H", "H", "H", "Ru", "H", "H", "C", "H", "H", "H", "H", "C", "H", "H", "P", "H", "H", "C", "H", "C", "H", "H", "H", "H", "H", "C", "P", "C", "H", "C", "H", "H", "S", "H", "H", "H", "C", "C", "H", "C", "C", "O", "H", "C", "H", "H", "P", "H", "N"],
  "positions_angstrom": [[-0.7392, 3.5577, -0.0508], [-3.1958, 2.9347, -1.4006], [-0.2150, 1.1388, 4.9953], [-1.7235, -1.6147, 3.3014], [-3.3468, 1.2897, 1.3831], [1.8680, 1.5186, -6.5771], [-3.9996, -2.0300, 0.2982], [-0.1052, -1.4260, -1.6477], [2.7317, -2.9540, -7.9648], [2.8720, 0.1200, -2.1493], [1.8693, -3.5012, -9.8658], [-0.4592, 2.0178, 3.4898], [-0.2663, 1.1313, 3.9660], [-3.7843, -0.2861, 0.0282], [1.4224, -1.4605, -9.3271], [1.9065, 3.3041, -0.3601], [2.5318, 2.5290, -0.8045], [-2.4057, -3.5988, 1.3285], [-2.0062, 2.0827, -2.4240], [-3.2002, 3.0405, 1.1301], [-3.2318, 1.1566, -1.5631], [0.0000, 0.0000, 0.0000], [3.2417, 2.1867, -0.0469], [3.1837, -3.9272, -7.7948], [0.8956, -1.8491, -0.6784], [0.4817, -1.1156, 4.9650], [3.4560, 0.7691, -2.8105], [-1.2964, -3.5267, -0.0638], [-0.1247, 3.7473, -0.9336], [0.8136, 1.8231, -2.9342], [1.6115, 2.1938, -3.5877], [-2.1014, 2.1993, 2.2550], [1.5031, 1.0981, -1.3773], [-0.1193, 3.7012, 0.8385], [-3.3832, -1.5479, 2.6733], [2.8964, -1.9508, -7.0127], [0.8463, -1.2607, -10.2264], [-1.4955, -3.1329, 0.9358], [0.6983, -2.7303, -0.0741], [1.9451, -1.7990, -0.9548], [0.6873, -1.9563, 3.4175], [-2.4408, -0.0501, 2.8873], [-1.5571, 4.2873, -0.0376], [1.5804, -0.4491, -8.3815], [-1.4105, 1.8223, -0.0622], [0.0000, 0.0000, 3.2709], [-0.6532, -3.3882, 1.5847], [1.9953, -2.7165, -9.1262], [3.4714, -2.1443, -6.1114], [-3.0899, -1.4374, -1.1235], [2.5662, 0.5442, -5.9673], [1.1293, 0.5250, -8.5494], [2.4653, -0.7093, -2.7329], [0.1355, 2.6477, -2.7047], [-2.6374, 2.1162, 1.3046], [2.3199, -0.6893, -7.2164], [3.0937, 2.9577, -1.6419], [-2.5805, 2.0311, -1.4959], [-3.3061, -1.2635, -0.0665], [0.0000, 0.0000, 2.0000], [0.2301, -1.0850, -2.6291], [-2.3854, -1.1007, 2.6014], [0.2446, 1.0488, -3.4553], [-1.0171, -2.0180, -1.7458], [-1.7155, -1.2960, 0.8812], [3.5279, -0.2887, -1.3765], [0.4197, -1.1066, 3.9363]],
  "atomic_forces_ev_per_a": [[0.45, -0.50, 0.00], [0.27, -0.20, 0.15], [-0.07, 0.08, -0.93], [-0.38, -0.01, -0.16], [0.06, 0.16, 0.04], [-0.07, 0.19, -0.07], [0.22, 0.15, -0.05], [0.92, -1.12, 0.72], [-0.30, -1.31, -1.44], [-0.32, -0.14, 0.19], [0.01, 0.04, 0.03], [0.22, -0.82, 0.37], [-0.10, -0.50, 0.17], [-0.01, -0.15, -0.02], [-0.14, -1.48, -1.26], [0.14, -0.06, -0.04], [-0.34, -0.25, 0.39], [0.14, 0.24, -0.05], [-0.13, 0.04, 0.05], [0.27, -0.19, -0.11], [0.02, 0.14, -0.03], [0.88, -1.46, 0.53], [-0.07, 0.03, -0.05], [0.00, 0.02, -0.02], [-0.78, -0.24, -1.54], [0.01, -0.10, -0.95], [-0.08, 0.01, 0.24], [-0.08, -0.06, 0.15], [-0.08, 0.07, 0.14], [-0.32, -0.27, 0.24], [0.01, 0.03, 0.30], [-0.25, 0.05, -0.11], [2.02, 1.49, -1.74], [-0.03, 0.11, -0.08], [0.23, 0.07, -0.24], [0.44, 0.96, 1.36], [0.02, -0.01, 0.00], [0.53, 0.39, -0.17], [-0.18, 0.37, 0.11], [-0.18, 0.33, 0.19], [-0.23, 0.94, 0.54], [-0.19, -0.18, 0.03], [0.09, -0.31, 0.02], [-0.05, 1.51, 0.84], [-2.92, 3.13, -0.72], [1.77, 0.28, 0.84], [-0.11, -0.11, -0.04], [0.01, -0.10, -0.06], [0.03, -0.07, -0.05], [-0.17, -0.02, 0.06], [-0.08, -1.31, -1.25], [-0.02, -0.06, -0.11], [0.06, -0.02, 0.04], [0.11, -0.08, -0.16], [0.39, -0.62, 0.08], [0.29, 1.54, 1.54], [-0.17, -0.17, 0.08], [0.41, -0.57, 0.02], [0.41, 0.19, -0.07], [1.04, 0.77, 2.00], [-0.05, 0.31, 0.31], [0.20, 0.25, -0.29], [-0.08, 0.08, -0.02], [0.07, 0.37, 0.23], [-3.60, -2.19, -0.11], [0.01, 0.07, -0.14], [-0.20, 0.34, 0.10]]
}



No. 2
{
  "formula": "C32H67FN11OSiTeV",
  "method": "wB97M-V/def2-TZVPD",
  "energy_ev": -96285.7899,
  "gap_ev": [5.513, 6.285],
  "e_above_lowest_kj_mol": 58.7,
  "spin_multiplicity": 4,
  "charge": -1,
  "s2": 3.766,
  "e_lumo_ha": [0.0876, 0.0876],
  "elements": ["H", "C", "C", "H", "C", "H", "H", "H", "C", "C", "C", "C", "Si", "C", "H", "H", "H", "H", "H", "C", "C", "C", "N", "C", "H", "H", "H", "N", "H", "C", "H", "H", "H", "C", "H", "H", "F", "H", "H", "C", "O", "H", "N", "H", "H", "H", "N", "H", "H", "H", "H", "H", "H", "H", "H", "C", "C", "H", "H", "H", "C", "H", "N", "H", "H", "H", "Te", "H", "V", "H", "C", "C", "C", "H", "H", "H", "H", "C", "H", "H", "C", "N", "C", "H", "C", "N", "C", "C", "C", "H", "H", "H", "H", "C", "H", "H", "C", "H", "H", "C", "N", "H", "H", "H", "C", "H", "N", "N", "H", "H", "H", "H", "H", "H", "N"],
  "positions_angstrom": [[0.1658, -1.2298, -3.6039], [-4.4985, 1.3644, 3.5434], [-1.6650, -2.0223, 1.4604], [-1.2977, 2.4249, 2.5497], [2.2537, 1.3950, -1.6682], [4.6804, -1.6420, -0.8918], [-4.4569, 4.4626, 1.2508], [-3.9238, 2.5178, -3.8625], [-4.9695, 3.5679, 1.5919], [2.7006, 0.1219, -2.3927], [0.0948, 2.8476, -0.6543], [4.2837, -2.6339, -1.1724], [-3.7254, 2.1560, 1.9888], [-6.1780, 0.0816, -1.3163], [-4.1619, 1.3409, -2.5495], [5.1317, -3.3282, -1.1860], [5.3455, -0.4765, 2.8588], [3.9257, -1.8493, -4.3710], [-3.5224, 3.0143, -0.6319], [-3.4968, -0.4366, -1.1604], [1.9992, -3.8551, -4.3657], [4.0078, -1.4535, 4.9603], [-0.6041, 1.9368, -1.5498], [-1.9844, 4.4673, -3.2230], [3.3208, 0.8887, 6.3417], [-3.7382, -1.6646, -2.8692], [-3.8394, 0.6029, 3.9647], [1.8205, 1.0919, -0.3027], [3.5743, -2.9577, -0.4119], [0.2795, 0.5617, 4.9583], [3.4541, 1.5918, 0.9480], [-5.5429, 3.8390, 2.4822], [-2.0817, -0.3675, -4.0625], [2.9605, 0.6986, 0.5306], [-2.4745, -3.1438, 3.1130], [-3.4845, 4.7567, -0.9519], [-2.1614, -0.7702, -1.1594], [3.6781, 0.1999, -0.1212], [5.7352, 0.6649, 4.1570], [2.2187, -2.2879, -2.4966], [-0.9637, -0.8141, 1.1854], [1.9774, -1.0388, 1.2832], [3.8271, -0.1701, 4.3198], [1.3274, -4.5606, -3.8534], [1.4005, 1.7990, -2.2017], [0.3750, -1.8059, -5.2720], [-2.1593, 3.6344, -2.0515], [1.7952, -3.8904, -5.4390], [-2.3084, 3.4171, 3.6108], [4.8212, -1.4114, 5.6933], [-0.2925, -2.8850, -4.0171], [3.7635, -0.0634, -2.1872], [-0.2072, -0.0537, 5.7228], [-0.9773, 4.3268, -3.6172], [4.2469, -2.2444, 4.2365], [-3.4326, 3.7699, -1.4092], [-1.6179, 2.3272, -2.2083], [-2.6236, -2.0315, 0.9346], [3.0223, -4.1721, -4.1830], [1.9596, 0.0743, 7.1430], [-5.4250, 0.6386, -0.2999], [0.7065, 3.5434, -1.2437], [3.6377, -2.6501, -2.4613], [-3.8243, 0.7935, -4.1896], [-2.4956, -1.3891, 3.3415], [-0.6327, 0.6193, -4.3324], [0.9636, -3.5056, -1.0698], [-5.4523, 0.8806, 3.3130], [0.4845, -0.9173, -0.8150], [1.5846, 2.8399, 0.8853], [4.5151, -2.1638, -3.5138], [-5.5985, -0.7445, -2.2701], [-4.0205, 0.4490, -0.1618], [-7.2412, 0.2899, -1.3691], [5.1965, -2.9663, -3.8263], [-0.9283, -0.0866, -2.7434], [-4.2888, 3.6738, -2.0908], [2.5064, 0.2134, 3.9797], [2.6366, 0.3096, -3.4762], [-2.0962, 5.5153, -2.9324], [0.4322, -2.0832, -4.2144], [1.7158, 0.4487, 5.0900], [-3.5908, 1.5598, -3.4560], [-0.9661, -2.2861, 3.4855], [2.6616, -0.2758, 1.6738], [2.0210, 0.3321, 2.8115], [0.9835, 2.0967, 0.3371], [-4.2383, -1.0091, -2.1658], [-1.4110, 0.3573, -3.6075], [-5.6847, 3.2935, 0.8135], [-1.0537, -2.8416, 1.0782], [3.5985, -0.7873, 1.9330], [3.0902, -1.7296, 5.4767], [2.2386, 0.8156, 6.3844], [-4.6791, 2.1073, 4.3253], [-2.7031, 4.2602, -4.0314], [-2.1755, 3.0707, 2.5817], [-1.9688, 3.9457, 1.9605], [-0.5984, 3.4603, -0.0750], [4.9272, 0.2999, 3.5115], [-2.1534, 1.5529, -3.2207], [5.1390, -1.3185, -3.1888], [0.3682, 1.5928, 1.0813], [4.5843, 1.1272, 2.8928], [-1.9135, -2.2211, 2.9482], [-1.6540, -0.0896, 1.0792], [1.8811, -0.9979, -1.9813], [-3.2555, 1.0392, 0.7893], [-6.1843, -1.1807, -3.0683], [-0.0489, 1.5967, 5.0926], [3.0724, 2.1339, -1.6928], [1.8312, 1.7837, 6.6982], [-5.9122, 1.2450, 0.4532], [-0.0111, 0.2251, 3.9672], [1.7898, -2.4965, -3.8959]],
  "atomic_forces_ev_per_a": [[0.19, -0.20, -0.18], [0.13, -0.12, -0.22], [-0.14, -0.33, 0.25], [0.06, -0.07, 0.04], [0.14, -0.05, -0.18], [-0.04, 0.02, -0.03], [0.12, 0.14, -0.06], [0.05, 0.00, -0.05], [0.00, -0.34, -0.20], [0.24, 0.00, -0.11], [-0.33, 0.06, 0.14], [-0.04, -0.10, -0.06], [0.06, 0.10, 0.47], [-0.09, -0.07, -0.17], [0.04, 0.28, -0.35], [0.00, 0.02, 0.04], [0.00, 0.04, 0.01], [0.04, -0.02, -0.03], [-0.02, 0.01, 0.03], [-0.12, -0.10, 0.31], [0.06, 0.05, -0.02], [0.08, 0.05, 0.08], [0.19, -0.39, 0.19], [0.01, 0.03, 0.02], [0.02, -0.01, 0.03], [0.05, 0.01, 0.05], [0.03, -0.07, 0.00], [-0.03, -0.64, -0.01], [0.06, 0.00, 0.04], [0.10, -0.10, -0.07], [-0.03, 0.07, -0.09], [0.05, -0.08, 0.05], [0.02, -0.01, 0.02], [0.08, -0.21, 0.12], [0.01, 0.00, 0.00], [-0.07, 0.14, 0.15], [-0.39, 0.17, 0.30], [-0.02, 0.02, 0.01], [0.00, -0.03, 0.00], [-0.07, -0.23, -0.48], [0.03, 0.61, -0.42], [0.10, -0.10, -0.01], [-0.17, -0.01, -0.13], [-0.01, 0.01, -0.01], [0.15, -0.03, -0.02], [0.00, -0.02, 0.00], [0.32, 0.07, -0.48], [0.01, -0.02, -0.01], [0.01, 0.03, -0.01], [-0.02, 0.00, 0.00], [-0.03, 0.01, 0.05], [-0.03, -0.05, 0.00], [-0.02, 0.02, -0.02], [-0.01, 0.04, -0.04], [-0.02, 0.02, -0.02], [-0.39, 0.09, 0.26], [-0.01, 0.06, -0.12], [0.07, 0.02, -0.09], [0.01, -0.03, -0.05], [0.02, 0.04, 0.02], [0.17, -0.03, 0.02], [-0.04, -0.02, 0.05], [-0.01, 0.17, 0.20], [0.01, 0.03, -0.01], [-0.03, 0.07, 0.10], [-0.01, 0.00, 0.04], [-0.10, -0.81, -0.10], [0.01, 0.00, -0.01], [-1.93, 1.13, 2.32], [0.06, 0.00, -0.07], [-0.02, -0.15, 0.01], [-0.07, -0.08, 0.01], [0.25, -0.08, 0.13], [0.01, 0.01, 0.06], [0.02, 0.03, -0.02], [-0.10, 0.05, -0.13], [-0.02, 0.02, 0.02], [0.11, -0.08, 0.11], [0.03, 0.01, 0.01], [0.00, 0.00, -0.01], [0.30, -0.07, 0.13], [0.01, -0.07, 0.05], [-0.12, 0.50, -0.06], [-0.01, 0.04, 0.05], [-0.01, 0.02, -0.14], [-0.22, 0.35, 0.06], [-0.40, 0.36, -0.24], [-0.08, -0.31, 0.32], [-0.01, 0.60, -0.09], [-0.03, 0.06, 0.01], [-0.06, 0.04, -0.07], [-0.22, -0.06, -0.16], [0.02, -0.02, 0.03], [-0.01, -0.02, -0.11], [0.00, 0.07, -0.07], [0.01, 0.00, 0.03], [-0.15, -0.14, -0.04], [0.00, -0.01, -0.04], [-0.03, 0.03, 0.01], [0.10, 0.07, 0.14], [0.15, -0.31, 0.10], [-0.03, 0.01, 0.02], [-0.04, -0.01, 0.08], [0.09, -0.01, 0.00], [0.12, 0.11, -0.17], [0.30, -0.26, 0.03], [1.62, 0.19, -1.56], [0.07, -0.30, -0.22], [-0.01, -0.01, 0.01], [-0.03, 0.05, -0.05], [-0.04, 0.03, 0.04], [0.01, 0.00, 0.00], [-0.03, 0.00, -0.06], [-0.07, 0.00, -0.01], [0.02, 0.05, 0.32]]
}



> Number 1 is which compound?

C18H41N2OP3RuS